Record 1
Formula: C17H20CuN8O6S
Source: OMol25
Level of theory: ωB97M-V/def2-TZVPD

Geometry as XYZ:
```
53
C17H20CuN8O6S ωB97M-V/def2-TZVPD
Cu -1.77 -0.41 -0.51
S -4.52 1.52 -1.99
O 3.27 1.16 2.60
O 7.05 -0.41 -2.02
O 0.84 -1.34 -2.48
O 0.14 0.12 -0.91
O 5.67 -1.03 -3.55
O 5.39 1.21 2.20
N -1.47 -0.46 1.65
N -1.34 -2.40 -1.03
N -3.72 -1.20 -0.64
N -2.02 1.56 -0.04
N -2.88 3.37 -2.87
N 5.93 -0.60 -2.45
N 4.24 0.99 1.88
N -2.23 2.51 -0.91
C 3.50 -0.52 -2.00
C -2.53 -3.20 -1.29
C -1.13 -1.49 2.42
C 0.12 -0.10 3.88
C 4.80 -0.29 -1.56
C -3.67 -2.65 -0.43
C 5.06 0.21 -0.30
C -3.11 2.46 -1.89
C -0.24 0.98 3.09
C -1.46 1.87 1.10
C 2.44 -0.21 -1.16
C -0.35 -1.37 3.56
C 3.99 0.49 0.52
C -1.05 0.77 1.97
C 2.68 0.30 0.10
C 1.01 -0.53 -1.57
C -1.20 3.29 1.48
H 0.14 1.97 3.32
H -1.46 3.48 2.52
H -2.38 -4.26 -1.07
H 1.86 0.55 0.75
H -3.48 3.36 -3.67
H -2.00 3.85 -2.90
H -4.04 -0.95 -1.57
H -4.32 -0.72 0.02
H -0.10 -2.23 4.15
H 6.08 0.36 0.04
H -0.14 3.53 1.34
H -0.77 -2.77 -0.27
H -2.79 -3.11 -2.34
H -0.72 -2.26 -1.83
H 0.76 0.04 4.74
H -1.78 3.94 0.84
H -3.46 -2.84 0.62
H -1.52 -2.46 2.12
H 3.31 -0.94 -2.98
H -4.61 -3.14 -0.69
```

Results
- E_HOMO (alpha / beta) (eV) = -7.430 / -7.439
- spin multiplicity = 2
- gap between HOMO and LUMO (alpha / beta) (eV) = 6.524 / 6.515
- molecular weight (g/mol) = 528.01

Record 2
Formula: C17H20FN3O3
Source: OMol25
Level of theory: ωB97M-V/def2-TZVPD

Geometry as XYZ:
```
44
C17H20FN3O3 ωB97M-V/def2-TZVPD
F 4.36 2.77 0.92
O 0.13 -2.66 0.92
O -4.09 0.64 0.51
O -3.82 -0.46 -1.46
N 3.93 -2.37 -0.72
N -2.32 1.10 -0.79
N 0.25 0.69 -0.08
C 4.29 1.49 0.48
C -1.44 0.88 -1.91
C 3.06 -0.51 0.21
C -5.24 -0.16 0.77
C 3.11 0.80 0.67
C 5.39 -0.35 -0.57
C -0.29 2.01 0.20
C 2.07 -1.55 0.23
C -3.44 0.35 -0.65
C 4.21 -1.07 -0.39
C -0.11 0.26 -1.43
C -0.04 -0.29 0.95
C 2.67 -2.66 -0.34
C 0.70 -1.60 0.71
C -4.87 -1.50 1.39
C 5.42 0.95 -0.13
C -1.83 2.03 0.21
H -1.27 1.84 -2.41
H 0.09 2.68 -0.56
H 6.30 1.56 -0.24
H -4.27 -2.07 0.68
H -2.22 1.73 1.19
H -1.95 0.21 -2.61
H 0.31 0.12 1.91
H 4.57 -3.01 -1.17
H 6.25 -0.80 -1.04
H -1.11 -0.53 1.05
H -2.20 3.04 0.00
H -0.18 -0.82 -1.44
H 0.08 2.35 1.17
H -5.77 -2.06 1.63
H 2.23 -3.63 -0.51
H -5.84 0.44 1.46
H -5.79 -0.31 -0.16
H -4.29 -1.35 2.30
H 0.69 0.56 -2.11
H 2.28 1.28 1.14
```

Results
- E_HOMO (eV) = -8.377
- spin multiplicity = 1
- gap between HOMO and LUMO (eV) = 9.018
- molecular weight (g/mol) = 333.36
- SMILES string = CCOC(=O)N1CCN(CC(=O)c2c[nH]c3ccc(F)cc23)CC1

Record 3
Formula: C17H20GeN3O5Tl
Source: OMol25
Level of theory: ωB97M-V/def2-TZVPD

Geometry as XYZ:
```
47
C17H20GeN3O5Tl ωB97M-V/def2-TZVPD
Tl -0.69 -0.41 -2.19
Ge -2.04 0.35 1.31
O 5.20 4.48 0.75
O 1.32 -1.41 -0.36
O -4.22 -3.52 -2.11
O 2.31 -3.25 0.48
O -3.06 -1.60 -2.18
N 4.50 5.71 -1.00
N 1.63 1.55 -1.22
N -0.90 -2.85 -0.99
C 2.56 1.34 -0.30
C 3.43 3.56 -0.57
C 1.57 2.74 -1.81
C -2.01 -3.54 -1.26
C -1.06 -5.53 -0.35
C -3.21 1.54 2.42
C 3.48 2.32 0.06
C 0.09 -4.81 -0.08
C -2.13 -4.89 -0.95
C 1.39 -2.62 -0.09
C -2.83 -1.43 1.53
C -0.32 0.38 2.28
C 4.46 4.59 -0.20
C -1.77 0.93 -0.49
C 2.44 3.77 -1.53
C -3.21 -2.81 -1.92
C 0.13 -3.46 -0.41
H 4.24 2.13 0.81
H 0.97 -5.24 0.38
H -2.09 -2.21 1.35
H -0.47 0.08 3.33
H -3.65 -1.59 0.83
H -2.73 1.00 -1.03
H 0.10 1.38 2.27
H -3.27 1.19 3.45
H -2.81 2.56 2.42
H 2.57 0.34 0.12
H 0.39 -0.30 1.81
H -3.20 -1.53 2.56
H -4.22 1.58 2.00
H 2.31 4.72 -2.03
H -1.29 1.91 -0.49
H 4.14 5.65 -1.94
H 5.32 6.29 -0.86
H -1.12 -6.58 -0.10
H 0.77 2.86 -2.54
H -3.06 -5.38 -1.18
```

Results
- E_HOMO (eV) = -0.394
- spin multiplicity = 1
- charge = -2
- gap between HOMO and LUMO (eV) = 4.380
- molecular weight (g/mol) = 623.36

Record 4
Formula: C17H20N2O3S2
Source: OMol25
Level of theory: ωB97M-V/def2-TZVPD

Geometry as XYZ:
```
44
C17H20N2O3S2 ωB97M-V/def2-TZVPD
S -3.89 -0.41 4.20
S 0.24 -1.26 -0.23
O -2.60 -2.99 2.23
O 0.41 -0.91 1.15
O 0.18 -2.64 -0.60
N -2.95 -1.22 0.88
N -1.12 -0.48 -0.86
C 3.85 2.49 -0.83
C 3.13 1.31 -1.41
C -1.66 0.61 -0.06
C 3.42 0.86 -2.70
C 2.74 -0.25 -3.21
C -2.13 -1.34 -1.42
C 4.45 1.55 -3.53
C -2.98 0.19 0.61
C -1.58 0.50 4.84
C -2.68 -1.79 2.08
C 1.51 -0.45 -1.18
C -2.93 -2.05 -0.31
C 1.78 -0.90 -2.46
C -1.38 -0.29 3.68
C 2.17 0.64 -0.66
C -2.54 -0.84 3.22
C -2.88 0.53 5.23
H -3.12 0.74 1.54
H -3.95 -2.26 -0.65
H 4.92 2.30 -0.80
H -3.82 0.40 -0.05
H 2.97 -0.59 -4.21
H -0.90 0.84 0.69
H 1.94 0.95 0.35
H -2.44 -2.99 -0.04
H -1.62 -2.08 -2.04
H -2.78 -0.73 -2.05
H -3.31 1.04 6.07
H 3.69 3.37 -1.44
H 3.51 2.69 0.18
H -0.79 1.01 5.35
H -1.81 1.49 -0.70
H 4.19 2.60 -3.68
H 4.55 1.08 -4.51
H 5.42 1.52 -3.04
H -0.43 -0.46 3.21
H 1.26 -1.77 -2.83
```

Results
- E_HOMO (eV) = -8.803
- spin multiplicity = 1
- gap between HOMO and LUMO (eV) = 9.398
- molecular weight (g/mol) = 364.49
- SMILES string = Cc1ccc(S(=O)(=O)N2CCN(C(=O)c3cccs3)CC2)cc1C

Record 5
Formula: C17H20N2O5
Source: OMol25
Level of theory: ωB97M-V/def2-TZVPD

Geometry as XYZ:
```
44
C17H20N2O5 ωB97M-V/def2-TZVPD
O -0.88 4.46 -0.25
O 0.49 2.20 -2.66
O 2.63 -4.62 0.88
O 0.54 -4.44 1.83
O -0.95 0.49 1.52
N -1.36 1.77 1.53
N -1.62 2.42 -1.85
C -1.01 -0.75 -1.77
C -0.36 2.51 1.13
C -2.23 1.31 -2.53
C -0.47 4.00 1.02
C 1.57 -5.33 1.49
C -0.34 2.79 -2.00
C 0.96 -3.20 1.43
C 0.31 -2.00 1.53
C 0.77 1.70 0.84
C -0.01 4.12 -1.31
C 2.24 -0.99 0.46
C -3.49 -0.84 -2.13
C 0.98 -0.87 1.03
C 2.23 -3.31 0.85
C 2.89 -2.21 0.36
C -2.32 0.03 -1.68
C 0.33 0.42 1.11
H -1.24 4.35 1.71
H 0.50 4.45 1.28
H -2.49 0.33 -0.64
H -0.91 -1.18 -2.77
H -0.66 -1.91 1.98
H -4.44 -0.31 -1.99
H 2.73 -0.11 0.06
H -3.53 -1.75 -1.55
H 1.04 4.12 -0.99
H 1.19 -6.09 0.79
H 1.94 -5.83 2.40
H -3.24 1.62 -2.83
H 3.86 -2.31 -0.09
H -0.99 -1.56 -1.05
H -1.64 1.11 -3.43
H -3.39 -1.10 -3.18
H 1.73 2.01 0.50
H -0.16 -0.10 -1.60
H -0.14 4.91 -2.07
H -2.18 2.96 -1.21
```

Results
- E_HOMO (eV) = -8.148
- spin multiplicity = 1
- gap between HOMO and LUMO (eV) = 8.586
- molecular weight (g/mol) = 332.36
- SMILES string = CC(C)CNC(=O)COCc1cc(-c2ccc3c(c2)OCO3)on1

Record 6
Formula: C17H20N2OS
Source: OMol25
Level of theory: ωB97M-V/def2-TZVPD

Geometry as XYZ:
```
41
C17H20N2OS ωB97M-V/def2-TZVPD
S -2.70 -0.83 2.81
O 0.31 -0.23 -0.61
N -1.16 -1.93 -0.81
N -0.29 -0.98 -2.69
C -1.43 -1.95 0.61
C 2.21 1.45 5.55
C 0.41 -0.44 -4.92
C 1.14 0.31 -5.81
C 0.49 -0.19 -3.55
C -0.06 0.36 5.55
C -1.21 -0.15 3.51
C -2.41 -0.84 1.02
C -0.33 -0.97 -1.32
C -0.16 0.37 2.78
C 1.32 0.83 -3.10
C 1.98 1.33 -5.37
C 2.05 1.57 -4.01
C -1.16 -0.15 4.90
C 1.01 0.89 4.84
C 0.94 0.88 3.45
C 2.79 2.14 -6.34
H 2.66 0.69 6.19
H 2.95 1.80 4.85
H -3.39 -1.01 0.58
H -1.98 -0.56 5.46
H 2.42 2.02 -7.35
H 1.07 0.10 -6.87
H -1.87 -2.34 -1.41
H -0.02 0.36 6.63
H -1.84 -2.93 0.88
H 1.76 1.28 2.87
H -0.83 -1.69 -3.16
H 2.76 3.19 -6.07
H -0.48 -1.81 1.12
H 2.69 2.36 -3.64
H 1.39 1.03 -2.04
H -0.16 0.39 1.71
H 3.83 1.82 -6.31
H -2.04 0.14 0.71
H -0.23 -1.23 -5.28
H 1.91 2.28 6.19
```

Results
- E_HOMO (eV) = -7.782
- spin multiplicity = 1
- gap between HOMO and LUMO (eV) = 8.312
- molecular weight (g/mol) = 300.43
- SMILES string = Cc1ccc(NC(=O)NCCSc2ccc(C)cc2)cc1

Record 7
Formula: C17H20N3O3S4SeSiV
Source: OMol25
Level of theory: ωB97M-V/def2-TZVPD

Geometry as XYZ:
```
50
C17H20N3O3S4SeSiV ωB97M-V/def2-TZVPD
Se 1.91 0.32 -2.36
V 0.15 0.12 -0.43
S 0.16 2.38 0.16
S -1.83 0.60 -1.66
S -0.28 -2.56 -1.25
S -1.47 -0.48 1.39
Si 0.90 0.52 -4.34
O -0.56 0.20 8.07
O 3.62 -1.59 1.64
O 1.36 1.06 7.43
N -4.82 2.75 -1.19
N 1.64 -0.71 0.64
N -2.35 4.95 1.07
C -0.18 0.30 5.72
C -3.72 2.44 -1.01
C -1.43 -0.23 5.39
C 0.15 0.50 7.15
C 1.35 -3.14 -1.73
C 2.25 0.50 -5.67
C -0.41 -3.47 0.30
C 0.33 0.39 3.34
C -2.00 3.98 0.57
C -0.25 -0.90 -4.77
C 2.63 -1.14 1.13
C -1.79 -0.45 4.08
C 0.68 0.61 4.66
C -0.04 2.13 -4.57
C -1.52 2.76 -0.05
C -2.36 2.02 -0.82
C -0.92 -0.15 3.01
H 1.31 -4.19 -2.04
H 1.69 -2.51 -2.55
H 0.34 -3.09 0.99
H 1.80 1.27 6.61
H -2.11 -0.47 6.20
H -0.91 2.15 -3.91
H -0.28 -4.53 0.11
H 0.31 -1.83 -4.95
H -2.77 -0.85 3.85
H 1.02 0.64 2.56
H 2.88 1.40 -5.58
H -0.82 -0.67 -5.69
H 2.90 -0.37 -5.54
H 2.04 -3.01 -0.90
H 1.67 1.03 4.83
H -1.39 -3.27 0.71
H -0.38 2.24 -5.61
H 0.61 2.98 -4.32
H 1.82 0.48 -6.68
H -0.97 -1.09 -3.97
```

Results
- E_HOMO (alpha / beta) (eV) = -2.129 / -2.211
- spin multiplicity = 3
- charge = -2
- gap between HOMO and LUMO (alpha / beta) (eV) = 6.411 / 6.493
- molecular weight (g/mol) = 600.62

Record 8
Formula: C17H20N6O2
Source: OMol25
Level of theory: ωB97M-V/def2-TZVPD

Geometry as XYZ:
```
45
C17H20N6O2 ωB97M-V/def2-TZVPD
O -1.65 4.94 -3.22
O 3.13 -1.50 -1.74
N -1.72 2.57 -0.67
N -1.11 0.60 0.36
N 1.67 0.73 -1.34
N -2.31 4.42 -1.97
N -0.30 4.42 -3.32
N 0.75 2.58 -2.26
C 2.21 0.17 -0.24
C -1.15 -1.94 0.95
C 2.33 -0.25 2.22
C -2.05 -1.51 2.07
C -1.45 3.46 -1.56
C -1.61 0.92 1.64
C -0.77 1.60 -0.54
C -1.07 -0.77 -0.14
C -0.26 3.49 -2.38
C 1.95 -2.15 -2.34
C 0.56 1.63 -1.31
C 2.83 -1.03 -0.45
C 2.00 0.58 1.13
C -1.63 -0.17 2.66
C 3.30 -1.82 0.64
C 3.02 -1.44 1.93
C -2.45 -0.75 -0.85
H -2.40 0.02 3.37
H 1.79 -3.20 -1.98
H -2.85 -1.82 -0.87
H -0.25 -0.97 -0.72
H 2.12 -2.33 -3.35
H 3.86 -2.69 0.47
H 1.39 1.42 1.36
H -0.13 -2.02 1.36
H 2.02 -0.02 3.21
H 3.23 -1.94 2.76
H -3.06 -1.41 1.68
H -2.65 1.26 1.44
H -0.69 -0.15 3.14
H -2.30 -0.59 -1.97
H 2.32 0.91 -2.13
H -2.06 -2.34 2.79
H -1.07 1.76 2.14
H 1.02 -1.56 -2.26
H -3.18 -0.15 -0.40
H -1.32 -2.99 0.67
```

Results
- E_HOMO (eV) = -8.490
- spin multiplicity = 1
- gap between HOMO and LUMO (eV) = 7.131
- molecular weight (g/mol) = 340.39
- SMILES string = COc1ccccc1Nc1nc2nonc2nc1N1CCCC[C@H]1C

Record 9
Formula: C17H21BBr49N2O3P
Source: OMol25
Level of theory: ωB97M-V/def2-TZVPD

Geometry as XYZ:
```
94
C17H21BBr49N2O3P ωB97M-V/def2-TZVPD
Br 1.20 -4.66 -9.58
Br 10.28 8.57 -3.87
Br -7.48 -2.92 4.38
Br -1.09 -1.53 -0.05
Br 6.99 0.95 7.66
Br 0.10 -4.07 1.42
Br -11.22 0.98 7.60
Br -4.30 -4.30 1.78
Br -5.45 -3.70 -1.79
Br -8.30 -4.98 -2.42
Br 1.98 -2.24 -0.39
Br 5.61 3.87 -6.10
Br 2.73 5.96 1.05
Br -1.37 -7.10 2.11
Br -5.52 -7.17 1.22
Br 9.39 9.84 -6.64
Br -9.30 -9.59 -1.46
Br 6.51 -3.15 1.31
Br 7.39 2.05 -4.23
Br -12.78 -0.26 5.14
Br 5.64 4.74 1.40
Br -13.77 5.62 6.38
Br 2.08 -4.19 -6.55
Br -0.47 0.30 -5.62
Br -0.68 -1.52 -8.22
Br 5.26 -2.04 -2.84
Br 2.91 7.59 -6.22
Br 4.04 9.04 -3.63
Br 4.64 3.05 8.07
Br -10.64 6.06 6.19
Br 1.97 0.12 -7.64
Br -7.93 -2.98 0.03
Br 5.56 2.27 5.15
Br 3.79 5.20 3.95
Br -6.13 -9.55 -1.39
Br -7.67 -8.50 -3.95
Br 7.94 10.70 -3.96
Br 6.02 8.16 -5.94
Br -4.62 -6.38 4.14
Br -11.43 2.60 4.89
Br 5.83 4.53 -2.99
Br -10.02 -1.84 2.78
Br 3.63 -0.04 -4.70
Br 3.93 0.54 -1.59
Br 0.03 -9.64 0.82
Br -1.64 -7.63 -0.99
Br -12.51 6.92 3.78
Br -0.03 -6.46 -7.27
Br -8.36 0.11 4.64
P 5.67 -1.08 1.17
O 3.50 -0.04 2.19
O 3.55 2.10 1.86
O 7.60 0.95 1.11
N 7.65 -0.05 3.33
N 3.98 1.26 2.57
C 6.12 2.51 6.97
C -0.51 -7.82 0.55
C -12.36 6.72 5.68
C 4.27 5.82 2.20
C -5.35 -5.73 2.49
C -8.95 -1.69 4.37
C -12.30 1.35 6.06
C -7.71 -8.69 -2.05
C 0.47 -0.80 -6.87
C 6.72 3.82 -4.54
C 4.46 -1.03 2.58
C 4.75 -0.21 -3.15
C 1.50 -5.47 -7.87
C -7.10 -4.32 -1.06
C 9.59 10.13 -4.75
C 0.46 -2.29 0.78
C 4.39 7.75 -5.02
B 7.12 0.02 1.97
H -9.59 -1.95 5.21
H 7.14 0.53 4.02
H 7.69 -1.01 3.69
H -12.48 7.70 6.12
H 2.32 -6.18 -7.99
H 0.70 -1.68 1.64
H 3.93 -1.98 2.71
H -7.73 -7.69 -1.64
H 8.44 1.33 1.45
H 0.87 -1.65 -6.32
H 4.52 6.79 -4.54
H 7.58 4.45 -4.74
H -13.21 1.82 6.41
H 4.94 -0.71 3.52
H 10.31 10.92 -4.61
H -6.87 -5.15 -0.41
H 0.38 -7.23 0.37
H 5.65 0.36 -3.34
H 4.68 6.81 2.31
H -6.35 -5.35 2.69
H 6.84 3.32 6.99
```

Results
- E_HOMO (eV) = -8.598
- spin multiplicity = 1
- gap between HOMO and LUMO (eV) = 8.067
- molecular weight (g/mol) = 4258.45

For reference, E_tot by record: -3587.839479; -1149.682477; -3449.767098; -1791.404305; -1145.468578; -1242.784450; -6277.772035; -1138.599293; -127488.319622 Eh.
For reference, energy relative to the best compared isomer or geometry (same formula, charge and spin) by record: 14.5; 0.0; 0.0; 20.6; 90.7; 3.1; 1.2; 174.0; 0.0 kcal/mol.